{"formula": "C18H54BF4O9", "method": "ωB97M-V/def2-TZVPD", "species": ["H", "H", "O", "H", "H", "H", "H", "H", "H", "H", "H", "C", "B", "O", "H", "H", "O", "H", "H", "H", "H", "H", "H", "H", "C", "H", "H", "H", "H", "C", "H", "H", "C", "C", "H", "F", "H", "H", "H", "C", "C", "H", "C", "C", "H", "H", "H", "H", "C", "C", "F", "O", "C", "H", "C", "H", "H", "F", "C", "H", "H", "F", "O", "H", "O", "O", "H", "O", "C", "C", "H", "H", "H", "H", "H", "C", "H", "H", "H", "H", "H", "H", "O", "H", "H", "C"], "xyz": [[15.21419, -3.87717, -7.87771], [13.50336, -6.20051, -2.72930], [18.24777, -7.29222, -1.07817], [17.43783, -9.05150, 0.26968], [18.67561, -6.71900, 0.88422], [15.98388, -1.78151, 3.49628], [17.77922, -0.07414, 2.08336], [16.76954, 1.74730, 0.25814], [14.51881, -0.17163, -4.90557], [20.79784, -0.18060, -6.11050], [14.70179, -3.93111, -1.02050], [20.18802, -2.06324, -6.25755], [18.21307, -3.96052, -2.14208], [13.17714, 1.76188, -3.74032], [18.04047, -2.80311, 2.64908], [23.04938, -7.08078, -3.78383], [15.03262, -5.04192, -3.47459], [21.39052, -5.89510, -3.02913], [16.76875, -3.12890, -7.92656], [15.94390, -5.42635, -6.04902], [18.26976, 0.84404, 0.03808], [13.52145, -4.98962, -0.40609], [16.85719, -2.31170, 1.40963], [15.78038, 0.63672, -3.96794], [16.27593, -4.07071, -7.66244], [16.54311, -4.80174, -8.43446], [14.25419, 1.07276, -2.12484], [20.58665, 0.16198, -0.28010], [16.40213, 0.24501, -1.60328], [22.32464, -5.78865, -2.46892], [21.60247, -0.53039, 0.86026], [18.23089, -4.91105, -5.29155], [20.88014, -0.83635, 0.08635], [14.85772, 0.04327, -3.89093], [19.97032, -7.61450, -0.03225], [17.30485, -3.49546, -3.12972], [23.11396, -4.39282, -3.87419], [21.05645, -2.95794, -4.52584], [23.88238, -4.25144, -2.27479], [21.67288, -1.64429, -0.94842], [13.86556, -4.55139, -1.35887], [13.87575, 2.26701, -4.16684], [22.94626, -4.43816, -2.79681], [17.21679, 0.75009, 0.32688], [18.13916, -8.67583, 1.84132], [15.02733, -6.31022, -1.83170], [21.27458, -1.48964, -1.95823], [20.54358, -2.86734, -6.89765], [18.37083, -8.83166, 0.78923], [16.54112, -4.54048, -6.28637], [18.86029, -5.11247, -2.65778], [19.83250, -1.58292, 0.64016], [14.33275, -5.61686, -2.32097], [16.08602, -3.53906, 4.05117], [18.89795, -7.52249, 0.17820], [12.95028, 0.05515, -2.72262], [18.00811, -6.36502, -1.19050], [17.54325, -4.37670, -0.93599], [15.97353, -2.83508, 3.22376], [16.30973, -3.78094, -5.53724], [22.70020, -1.28543, -1.05922], [19.13193, -2.93164, -1.81360], [17.05434, -4.36519, 1.71883], [16.97548, -1.16730, -0.63365], [21.15119, -1.03298, -6.36978], [23.17164, -6.91100, -2.84841], [13.07409, -3.87312, -1.68261], [17.93842, -4.84629, -6.20635], [16.48820, -0.19415, -0.61505], [17.06288, -3.03689, 2.20281], [19.05801, -9.66106, 0.64559], [15.49090, -0.36041, -0.19411], [15.26492, -0.88930, -3.49140], [21.61114, -2.70126, -0.72259], [19.77519, -1.87117, -4.07424], [13.79080, 0.66672, -3.03440], [19.42683, -1.94775, -0.17036], [15.01294, -3.11435, 2.78186], [15.93004, -4.78551, -3.16671], [17.31303, -4.37038, 0.77400], [19.16878, -1.80069, -6.57619], [22.18230, -3.72076, -2.50447], [17.04699, 0.41670, 1.69697], [22.10212, -5.90065, -1.40898], [19.38854, -3.43840, -4.79216], [20.06709, -2.60159, -4.82929]], "atomic_forces_ev_per_a": [[0.0, -0.1, 0.5], [0.1, 0.1, 0.0], [-0.2, -0.4, 0.4], [0.0, -0.1, 0.1], [0.3, 0.2, -0.2], [-0.2, -0.1, 0.4], [0.2, -0.1, -0.6], [0.1, 0.0, -0.2], [-0.2, 0.0, 0.1], [-0.2, -0.1, 0.2], [0.1, 0.0, -0.3], [-0.7, -0.5, 1.0], [0.4, -0.3, -0.3], [-0.1, 0.0, 0.0], [0.0, 0.1, -0.1], [-0.1, 0.1, -0.1], [-0.1, -0.4, 1.1], [-0.1, 0.2, 0.3], [0.3, -0.2, 0.3], [0.0, 0.0, 0.0], [0.0, -0.1, 0.2], [-0.1, -0.2, -0.4], [0.3, -0.1, -0.2], [-0.4, 0.4, 0.0], [-0.8, 0.6, -1.8], [0.3, -0.1, 0.3], [-0.1, -0.2, 0.0], [-0.4, -0.4, -0.4], [0.1, -0.1, -0.2], [0.4, -0.7, -0.9], [-0.4, -0.5, 0.4], [-0.4, -0.1, 0.1], [1.9, 0.7, 0.3], [0.8, -1.0, -0.2], [0.0, 0.3, 0.3], [0.3, -0.1, 0.8], [0.0, 0.2, 0.0], [-0.1, -0.1, 0.1], [0.0, 0.0, 0.1], [-0.3, 1.0, -0.9], [0.1, 0.2, 1.3], [0.0, 0.0, 0.0], [-0.5, -0.6, 0.1], [0.0, 0.4, 0.0], [0.1, -0.3, 0.1], [-0.2, 0.1, 0.1], [-0.3, -0.3, 0.2], [-0.1, 0.0, -0.1], [-0.2, 0.5, -0.4], [0.5, -0.3, 1.0], [-0.1, 0.9, 0.1], [-0.4, 0.2, -0.7], [0.8, 0.5, -1.1], [0.2, 0.4, 0.3], [-0.4, -0.2, -0.5], [0.2, -0.5, -0.2], [0.3, -0.1, 0.1], [0.0, 0.3, -0.8], [-0.2, -0.7, -0.2], [-0.2, 0.0, -0.1], [0.1, -0.2, 0.5], [-0.5, -0.4, -0.1], [0.1, -0.1, -0.4], [0.1, 0.0, -0.3], [0.2, 0.3, -0.4], [0.0, 0.4, 0.6], [0.1, -0.2, -0.5], [0.1, -0.1, -0.3], [-0.1, -0.1, 1.0], [0.0, 0.1, -0.1], [0.0, -0.1, 0.1], [0.0, 0.1, -0.2], [-0.4, -0.2, 0.2], [0.2, -0.1, 0.2], [-0.2, 0.2, -0.2], [0.3, 1.3, 0.0], [-0.3, -0.3, 0.6], [0.0, 0.3, -0.1], [-0.8, 0.0, -0.3], [-0.2, 0.1, 0.7], [0.3, 0.4, -0.3], [0.2, 0.4, -0.2], [-0.1, -0.1, 0.4], [0.1, 0.0, 0.0], [-0.2, -0.1, 0.0], [1.1, 0.1, -0.2]], "fmax_ev_per_a": 2.047, "e_homo_ha": -0.26523, "total_charge": -1, "homo_lumo_gap_ev": 9.66, "de_lowest_ev": 1.0658, "e_tot_ev": -49522.656}